[1]
The following is a DFT calculation (ωB97M-V/def2-TZVPD) of a 2-piece molecular cluster, C2HClN2O overall in a non-equilibrium geometry.

ORCA input file:
```
! wB97M-V def2-TZVPD RIJCOSX def2/J DEFGRID3
* xyz 0 3
Cl 0.638 -1.568 1.486
O 1.393 2.189 0.861
N -0.795 -1.529 -1.897
N 1.172 1.044 1.057
C 0.737 0.084 1.577
C -1.210 -0.534 -1.555
H -1.935 0.313 -1.529
*
```

Output
ΔE to the lowest compared entry with this formula, charge and spin in kcal/mol: 30.74
⟨S²⟩: 2.02
F_max in eV/Å: 6.59
Calculated total energy in eV: -19632.405


[2]
The following is a DFT calculation (ωB97M-V/def2-TZVPD) of C5H8N2 in the gas phase in a non-equilibrium geometry.

ORCA input file:
```
! wB97M-V def2-TZVPD RIJCOSX def2/J DEFGRID3
* xyz 0 1
N 0.822 0.899 -0.651
N -1.024 0.747 -0.075
C 0.250 -1.103 0.395
C 1.199 -0.262 -0.222
C -2.374 1.411 -0.004
C -0.967 -0.466 0.436
C 2.674 -0.642 -0.386
H -1.861 -0.919 0.867
H 3.270 0.031 -1.010
H -2.383 2.319 0.610
H -3.110 0.728 0.473
H -2.796 1.657 -0.984
H 3.138 -0.674 0.607
H 2.713 -1.639 -0.836
H 0.448 -2.087 0.781
*
```

Output
ΔE to the lowest compared entry with this formula, charge and spin in kcal/mol: 72.89
F_max in eV/Å: 2.67
Calculated total energy in eV: -8291.836


[3]
The following is a DFT calculation (ωB97M-V/def2-TZVPD) of C2H4N4 in the gas phase in a non-equilibrium geometry.

ORCA input file:
```
! wB97M-V def2-TZVPD RIJCOSX def2/J DEFGRID3
* xyz 0 1
N 0.876 0.962 0.000
N -0.481 1.355 -0.018
N 0.486 -1.347 0.005
N -0.875 -0.973 -0.033
C 1.277 -0.340 0.002
C -1.270 0.348 0.040
H 1.483 1.776 -0.058
H -1.541 -1.750 -0.024
H 2.324 -0.623 0.088
H -2.340 0.570 0.061
*
```

Output
ΔE to the lowest compared entry with this formula, charge and spin in kcal/mol: 57.02
F_max in eV/Å: 1.44
Calculated total energy in eV: -8096.841
SMILES: C1=NNC=NN1


[4]
The following is a DFT calculation (ωB97M-V/def2-TZVPD) of an isolated ion of composition C2H3N4O5S and charge -1 in a non-equilibrium geometry.

ORCA input file:
```
! wB97M-V def2-TZVPD RIJCOSX def2/J DEFGRID3
* xyz -1 1
S -2.796 -0.298 -0.065
O 1.940 1.151 0.828
O -2.651 0.801 -1.037
O -3.855 -0.011 0.896
O 0.789 2.857 0.122
O 0.355 -2.612 -0.156
N 1.963 -1.051 -0.229
N -1.383 -0.587 0.787
N -0.262 -0.397 0.162
N 0.078 0.774 -0.448
C 1.071 1.715 0.215
C 0.657 -1.414 -0.017
H 2.336 -0.121 -0.001
H 2.617 -1.926 -0.387
H -0.859 1.120 -0.670
*
```

Output
ΔE to the lowest compared entry with this formula, charge and spin in kcal/mol: 19.32
F_max in eV/Å: 5.83
Calculated total energy in eV: -29154.574
SMILES: NC(=O)N(N=S(=O)=O)NC(=O)[O-]


[5]
The following is a DFT calculation (ωB97M-V/def2-TZVPD) of C4H8N2 in the gas phase.

ORCA input file:
```
! wB97M-V def2-TZVPD RIJCOSX def2/J DEFGRID3
* xyz 0 1
N 0.308 1.022 1.338
N -0.671 0.865 -1.539
C 1.360 0.012 1.403
C 0.132 -0.244 0.619
C -1.114 -0.521 -1.605
C 0.130 -0.162 -0.884
H -1.960 -0.840 -0.996
H 1.505 -0.540 2.329
H -0.231 1.020 2.199
H -1.181 1.389 -0.831
H -0.574 -0.956 1.048
H -1.070 -0.976 -2.592
H 1.089 -0.342 -1.368
H 2.276 0.273 0.878
*
```

Output
ΔE to the lowest compared entry with this formula, charge and spin in kcal/mol: 52.29
F_max in eV/Å: 0.32
Calculated total energy in eV: -7255.608
SMILES: C1N[C@H]1[C@H]1CN1


[6]
The following is a DFT calculation (ωB97M-V/def2-TZVPD) of C6H10N2O3S in the gas phase in a non-equilibrium geometry.

ORCA input file:
```
! wB97M-V def2-TZVPD RIJCOSX def2/J DEFGRID3
* xyz 0 1
S 4.373 -1.572 1.149
O 1.429 -1.240 2.371
O 1.363 -0.827 0.092
O 2.491 2.998 1.541
N 3.634 0.977 1.116
N 1.398 0.962 1.522
C -0.589 0.417 -1.019
C 1.760 -0.394 1.337
C 2.526 1.822 1.392
C 0.016 -0.905 -0.378
C -2.092 0.132 -1.033
C 3.308 -0.316 1.168
H -0.571 -1.116 0.603
H 4.479 1.514 0.977
H -2.236 -0.508 -1.948
H -2.419 -0.366 -0.157
H -0.115 -1.802 -1.100
H -2.568 1.037 -1.123
H 0.003 0.478 -1.876
H -0.238 1.177 -0.412
H 0.831 1.025 2.352
H 1.401 -2.150 2.230
*
```

Output
ΔE to the lowest compared entry with this formula, charge and spin in kcal/mol: 1.41
F_max in eV/Å: 4.51
Calculated total energy in eV: -26341.281
SMILES: CCCO[C@]1(O)NC(=O)NC1=S


[7]
The following is a DFT calculation (ωB97M-V/def2-TZVPD) of C26H39MnN6O7P4S as an isolated structure in a non-equilibrium geometry.

ORCA input file:
```
! wB97M-V def2-TZVPD RIJCOSX def2/J DEFGRID3
* xyz -1 2
Mn -1.017 -0.635 0.026
S -1.574 -2.492 1.444
P -1.777 -4.429 -1.672
P -2.642 -1.863 -2.758
P 0.400 -0.031 1.796
P 0.941 -0.399 -1.314
O -2.593 -1.047 -3.993
O -1.924 -1.303 -1.555
O 0.966 -3.332 -0.200
O -3.174 -4.550 -1.065
O -2.003 -3.314 -2.960
O -4.148 -2.187 -2.317
O -1.587 -5.744 -2.663
N -3.097 -0.213 0.572
N -1.428 1.597 -0.384
N 3.110 1.282 -0.942
N -3.934 -1.219 0.962
N -4.044 -3.391 1.586
N 2.710 1.531 1.813
C -1.459 0.445 3.722
C 2.132 -2.937 -0.848
C 1.165 -2.450 -3.088
C -0.988 3.859 -1.049
C 3.353 -1.465 -2.395
C 3.934 2.061 -0.185
C 1.905 0.812 1.082
C 1.231 -1.413 2.645
C 3.743 2.172 1.196
C -2.747 1.847 -0.450
C 2.135 0.653 -0.345
C 5.649 3.635 1.352
C 4.626 2.976 1.964
C 5.002 2.761 -0.806
C -2.351 4.112 -1.141
C -3.264 -2.307 1.303
C -0.414 2.468 2.733
C -3.662 0.773 -0.043
C -0.141 1.042 3.213
C 1.956 -1.851 -1.916
C 5.838 3.527 -0.053
C -3.237 3.102 -0.836
C -5.114 0.821 -0.386
C 0.719 0.545 -2.850
C 0.860 1.073 4.366
C -0.589 2.593 -0.667
H 4.452 3.042 3.030
H 0.468 2.376 -0.579
H -2.718 5.085 -1.441
H 0.039 -0.034 -3.479
H 1.602 -3.421 -3.341
H 0.351 -3.794 -0.790
H 2.836 -2.607 -0.075
H -0.247 4.613 -1.269
H -0.741 3.061 3.590
H -2.211 0.355 2.938
H 1.455 -2.184 1.913
H 1.850 1.419 4.062
H -5.717 1.217 0.436
H 1.219 -1.825 -3.977
H 5.119 2.654 -1.876
H -5.284 1.427 -1.272
H 0.475 1.752 5.130
H 6.656 4.059 -0.519
H 3.953 -0.967 -1.631
H 6.323 4.249 1.933
H 0.961 0.093 4.828
H 2.610 -3.780 -1.373
H 0.527 -1.838 3.361
H -2.427 -5.922 -3.104
H 0.110 -2.625 -2.859
H -4.300 3.271 -0.876
H -3.609 -4.261 1.308
H -4.115 -3.004 -1.757
H -4.976 -3.282 1.217
H 2.131 -1.085 3.165
H 0.227 1.497 -2.656
H 3.876 -2.378 -2.691
H 0.476 2.946 2.322
H -1.324 -0.545 4.158
H 1.672 0.725 -3.348
H -1.844 1.109 4.501
H -5.451 -0.194 -0.587
H -1.206 2.499 1.984
H 3.319 -0.818 -3.272
*
```

Output
ΔE to the lowest compared entry with this formula, charge and spin in kcal/mol: 7.23
⟨S²⟩: 0.86
F_max in eV/Å: 1.72
Calculated total energy in eV: -130188.714


[8]
The following is a DFT calculation (ωB97M-V/def2-TZVPD) of C56H60F6N5O11PS2SiTeTi as an isolated structure in a non-equilibrium geometry.

ORCA input file:
```
! wB97M-V def2-TZVPD RIJCOSX def2/J DEFGRID3
* xyz -2 1
Te -0.878 1.767 -2.803
Ti -0.400 0.170 1.492
S -2.265 2.436 2.950
S 0.415 2.491 3.648
P -2.565 -2.095 2.766
Si 1.196 -1.538 2.692
F 2.791 3.246 2.775
F -2.776 4.952 3.815
F 2.035 4.435 4.408
F -2.434 4.919 1.679
F -4.316 4.239 2.505
F 1.263 4.728 2.419
O 0.877 1.364 2.821
O -3.059 -1.227 -0.507
O -4.002 -1.320 2.775
O -3.075 2.340 1.381
O -2.848 -3.183 1.606
O -1.327 -0.516 -1.676
O -2.938 -3.071 4.083
O -3.131 2.228 4.095
O 0.552 2.290 5.061
O -1.634 1.028 2.752
O -1.005 -1.150 0.487
N -0.862 3.254 3.167
N -1.945 -0.604 -0.501
N 1.828 -2.094 -0.519
N -2.021 0.792 0.147
N 1.451 -3.949 -1.685
C -3.125 1.285 0.543
C 4.284 -2.503 -0.155
C -2.260 -4.314 4.167
C 3.815 -4.885 -1.641
C 0.768 1.319 0.215
C 5.359 0.241 4.146
C -2.272 0.997 -5.481
C 0.531 -4.133 1.641
C -4.147 -3.579 1.193
C 2.983 -5.340 2.079
C 4.733 -0.746 4.896
C 1.955 -6.072 1.500
C -0.790 6.067 -3.920
C -4.512 -0.723 3.975
C -2.013 -1.740 -8.118
C 3.539 -1.307 4.459
C 2.793 -3.983 -1.374
C -1.180 4.811 -3.450
C -0.817 -1.158 6.404
C 1.443 2.633 -5.148
C -2.509 0.215 -6.608
C 0.733 -0.851 -4.015
C 0.238 -3.305 6.459
C 5.306 -3.395 -0.429
C -4.524 0.957 0.145
C 2.930 -0.902 3.268
C 2.164 3.316 -1.221
C 0.726 -5.461 1.281
C 3.580 0.097 2.532
C -0.681 -1.199 -6.045
C -1.723 -0.889 -6.907
C -2.983 4.228 2.700
C 0.611 3.814 -4.717
C -0.316 -0.953 5.126
C -0.536 -2.336 7.081
C 5.074 -4.568 -1.162
C 1.694 3.808 3.278
C 1.032 3.645 -0.485
C 1.549 -3.380 2.242
C 0.481 -1.905 4.478
C -0.413 -0.440 -4.907
C 2.601 2.002 -1.229
C 0.738 7.585 -5.241
C -0.485 3.657 -3.844
C 0.352 2.658 0.214
C 0.288 6.223 -4.775
C -2.351 4.756 -2.493
C 0.733 -3.089 5.178
C 3.014 -2.801 -0.644
C 2.778 -4.013 2.441
C 1.913 1.022 -0.519
C 0.976 5.078 -5.167
C -1.212 0.678 -4.619
C 0.935 -2.805 -1.138
C -3.187 2.165 -5.205
C 4.778 0.659 2.957
H -4.987 0.423 0.977
H 4.440 -1.611 0.441
H 2.311 2.959 -5.724
H -0.059 -2.064 -6.257
H 3.952 -5.802 2.239
H 1.109 -1.837 -4.299
H 3.641 -5.805 -2.187
H -4.523 -2.857 0.471
H 1.833 5.179 -5.829
H -5.046 1.904 -0.005
H 3.493 1.730 -1.785
H -0.424 -3.660 1.435
H -0.107 -2.527 -1.230
H -0.523 2.962 0.772
H 1.691 7.850 -4.776
H -4.040 -4.555 0.717
H 0.884 7.601 -6.324
H -0.081 -6.020 0.817
H -2.006 4.849 -1.459
H 1.556 -0.135 -4.086
H 0.858 1.936 -5.750
H 0.454 -4.238 6.971
H -1.184 -2.418 -8.323
H 0.006 8.350 -4.978
H -2.911 -2.342 -7.963
H 0.684 4.672 -0.443
H -4.029 2.174 -5.899
H -0.546 -0.019 4.638
H 1.781 2.092 -4.260
H -1.428 -0.389 6.865
H -2.181 -1.118 -9.000
H -3.342 0.467 -7.260
H -4.387 -1.399 4.820
H -3.049 5.571 -2.691
H -4.831 -3.655 2.041
H 3.064 -2.069 5.066
H -2.807 -5.091 3.619
H -2.642 3.108 -5.291
H -1.345 6.945 -3.598
H -2.197 -4.594 5.218
H 3.595 -3.458 2.891
H 2.114 -7.106 1.211
H -1.248 -4.264 3.760
H 5.246 1.441 2.369
H 0.407 -0.872 -2.977
H -3.558 2.103 -4.181
H -4.536 0.334 -0.739
H -2.874 3.806 -2.576
H 5.901 -5.244 -1.349
H 5.172 -1.073 5.833
H 2.686 4.081 -1.787
H -0.923 -2.501 8.081
H -5.576 -0.557 3.803
H 1.329 -3.865 4.707
H 0.922 -4.646 -2.175
H 3.125 0.459 1.618
H -4.024 0.225 4.182
H 6.283 0.690 4.491
H 6.306 -3.189 -0.065
H 2.255 0.000 -0.560
*
```

Output
ΔE to the lowest compared entry with this formula, charge and spin in kcal/mol: 110.93
F_max in eV/Å: 3.03
Calculated total energy in eV: -174567.719


What is the calculated total energy in the eighth record?
-174567.719 eV


What is the formula in the sixth record?
C6H10N2O3S


Number 3 is which compound?
C2H4N4


The lowest calculated total energy belongs to which entry?
C56H60F6N5O11PS2SiTeTi